Record 1
This record from OMol25 describes a 8-piece molecular cluster, H14NO10 overall. The level of theory is the ωB97M-V functional and the def2-TZVPD basis.

Values from the calculation:
- Total energy: -22191.416 eV
- Orbital gap: 9.8 eV
- M: 188.11 g mol⁻¹
- LUMO level: 2.9 eV
- F_max: 6.0 eV Å⁻¹
- E_HOMO: -6.90 eV
- Energy above the lowest of the compared OMol25 structures with the same formula, charge and spin: 99.5 kJ/mol
- Total charge: -1

Atoms and positions in Å:
N: 7.162 17.563 19.230
O: 7.778 18.026 18.217
O: 7.359 16.375 19.507
O: 6.002 18.110 19.501
O: 9.411 14.528 19.892
H: 8.685 15.207 19.699
H: 9.365 13.921 19.085
O: 9.950 16.232 17.749
H: 10.199 15.766 18.522
H: 9.460 17.003 18.051
O: 4.342 16.278 20.579
H: 3.722 16.444 19.886
H: 5.111 16.817 20.446
O: 2.924 17.320 18.511
H: 3.678 17.867 18.219
H: 2.773 16.630 17.911
O: 4.738 18.566 16.990
H: 5.235 18.203 16.243
H: 5.414 18.382 17.673
O: 8.069 18.103 15.185
H: 7.965 18.223 16.173
H: 8.520 17.291 15.110
O: 6.872 15.407 16.780
H: 6.865 14.484 16.988
H: 7.181 15.824 17.641

natural (NBO) population analysis, charges in e, atoms 1 to 6:
1. N 0.7098
2. O -0.5612
3. O -0.5102
4. O -0.5404
5. O -0.9837
6. H 0.5050

***

Record 2
This record from OMol25 describes C47H56BIrN3O2P as an isolated structure. The level of theory is the ωB97M-V functional and the def2-TZVPD basis.

Values from the calculation:
- 2S+1: 2
- Total energy: -71013.643 eV
- Orbital gap (spin up / spin down): 6.8 / 4.3 eV
- M: 928.99 g mol⁻¹
- LUMO level (spin up / spin down): -3.1 / -5.6 eV
- F_max: 1.3 eV Å⁻¹
- E_HOMO (spin up / spin down): -9.88 / -9.87 eV
- Energy above the lowest of the compared OMol25 structures with the same formula, charge and spin: 87.2 kJ/mol
- Total charge: +1

Atoms and positions in Å:
Ir: 0.677 0.530 0.109
N: 0.607 0.857 2.106
C: 1.704 0.234 2.909
C: 3.059 0.409 2.245
C: 3.295 -0.590 1.104
O: 4.272 -1.309 1.132
O: 2.419 -0.589 0.143
H: 0.637 1.867 2.241
H: -0.291 0.557 2.490
H: 1.452 -0.815 3.030
H: 1.671 0.700 3.896
H: 3.850 0.268 2.978
H: 3.139 1.434 1.861
C: 3.930 6.892 0.618
C: 3.073 6.236 1.496
C: 2.461 5.057 1.113
C: 2.704 4.539 -0.162
C: 3.567 5.197 -1.044
C: 4.175 6.376 -0.648
P: 1.865 3.052 -0.617
C: 2.488 1.904 -1.785
C: 1.587 1.062 -2.454
C: 2.072 -0.007 -3.185
C: 3.440 -0.239 -3.245
C: 4.333 0.591 -2.576
C: 3.869 1.664 -1.840
C: 0.096 3.180 -0.580
C: -0.493 4.429 -0.864
C: -1.865 4.527 -0.867
C: -2.622 3.392 -0.584
C: -2.032 2.176 -0.296
C: -0.642 2.010 -0.254
H: 4.410 7.811 0.926
H: 2.889 6.642 2.481
H: 1.784 4.553 1.791
H: 3.754 4.794 -2.032
H: 4.835 6.896 -1.329
H: 0.511 1.247 -2.427
H: 1.379 -0.655 -3.700
H: 3.815 -1.083 -3.809
H: 5.394 0.383 -2.609
H: 4.558 2.280 -1.275
H: 0.123 5.293 -1.085
H: -2.349 5.467 -1.093
H: -3.704 3.468 -0.592
H: -2.672 1.335 -0.072
C: -3.885 -0.517 -3.021
C: -2.475 0.047 -2.811
C: -2.363 1.413 -3.489
C: -1.445 -0.951 -3.304
C: -1.266 -1.076 -4.681
C: -0.462 -2.065 -5.209
C: 0.161 -2.950 -4.349
C: 0.020 -2.873 -2.963
C: 0.777 -3.955 -2.192
C: 0.011 -4.693 -1.101
C: 2.123 -3.429 -1.697
C: -0.773 -1.829 -2.438
N: -1.102 -1.781 -1.034
B: -0.624 -1.060 0.140
N: -1.395 -1.615 1.239
C: -2.364 -2.472 0.697
C: -2.197 -2.558 -0.625
C: -1.303 -1.470 2.664
C: -0.489 -2.326 3.438
C: -0.435 -2.097 4.812
C: -1.169 -1.099 5.427
C: -2.013 -0.314 4.666
C: -2.102 -0.493 3.287
C: -3.121 0.323 2.516
C: -3.012 1.820 2.804
C: -4.537 -0.171 2.827
C: 0.274 -3.551 2.941
C: -0.686 -4.690 2.583
C: 1.320 -3.317 1.856
H: -4.637 0.188 -2.659
H: -4.021 -1.460 -2.490
H: -4.077 -0.699 -4.081
H: -2.329 0.162 -1.738
H: -2.576 1.343 -4.556
H: -1.372 1.864 -3.382
H: -3.087 2.108 -3.064
H: -1.803 -0.413 -5.347
H: -0.345 -2.168 -6.280
H: 0.770 -3.748 -4.758
H: 0.996 -4.707 -2.953
H: -0.134 -4.090 -0.209
H: 0.577 -5.581 -0.811
H: -0.968 -5.023 -1.449
H: 2.021 -2.537 -1.081
H: 2.767 -3.166 -2.540
H: 2.642 -4.187 -1.108
H: -3.090 -2.962 1.324
H: -2.753 -3.144 -1.338
H: 0.195 -2.740 5.416
H: -1.110 -0.961 6.499
H: -2.632 0.432 5.147
H: -2.938 0.145 1.457
H: -3.214 2.036 3.854
H: -3.739 2.376 2.211
H: -2.025 2.224 2.563
H: -4.775 -0.032 3.884
H: -4.647 -1.231 2.596
H: -5.273 0.382 2.241
H: 0.830 -3.895 3.818
H: -1.297 -4.451 1.715
H: -1.351 -4.917 3.418
H: -0.118 -5.592 2.348
H: 0.920 -2.826 0.972
H: 1.732 -4.276 1.535
H: 2.165 -2.732 2.218

Mulliken population analysis, charges in e, atoms 1 to 6:
1. Ir 0.1658
2. N -0.2198
3. C 0.1780
4. C -0.9782
5. C 0.4892
6. O -0.7038

***

Record 3
This record from OMol25 describes a 2-piece molecular cluster, C5H6F2N4 overall. The level of theory is the ωB97M-V functional and the def2-TZVPD basis.

Values from the calculation:
- Total energy: -16673.338 eV
- Orbital gap: 9.0 eV
- M: 160.13 g mol⁻¹
- LUMO level: 0.7 eV
- F_max: 3.3 eV Å⁻¹
- E_HOMO: -8.29 eV
- Energy above the lowest of the compared OMol25 structures with the same formula, charge and spin: 183.5 kJ/mol

Atoms and positions in Å:
C: -1.458 -0.714 -0.840
C: -0.936 0.448 -0.274
C: 1.554 -1.578 0.387
C: 0.377 1.140 -0.432
C: 2.390 -0.704 -0.132
N: -2.530 -1.153 -0.164
N: -1.686 0.624 0.850
N: -2.612 -0.328 0.814
N: 0.384 2.405 -0.106
F: 3.017 0.387 0.336
F: 2.840 -0.768 -1.475
H: -1.107 -1.202 -1.661
H: 1.333 -1.703 1.459
H: 1.167 -2.384 -0.198
H: -3.488 -0.385 1.355
H: 1.184 2.981 -0.276
H: -0.427 2.936 0.357

natural (NBO) population analysis, charges in e, atoms 1 to 6:
1. C -0.0737
2. C -0.0510
3. C -0.6129
4. C 0.0987
5. C 0.7947
6. N -0.2293

***

Record 4
This record from OMol25 describes C8H13Cl3IN3O4RhSSi as an isolated structure. The level of theory is the ωB97M-V functional and the def2-TZVPD basis.

Values from the calculation:
- 2S+1: 5
- Total energy: -88552.793 eV
- Orbital gap (spin up / spin down): 8.5 / 6.3 eV
- M: 611.53 g mol⁻¹
- LUMO level (spin up / spin down): -3.7 / -6.2 eV
- F_max: 1.3 eV Å⁻¹
- E_HOMO (spin up / spin down): -12.16 / -12.46 eV
- Energy above the lowest of the compared OMol25 structures with the same formula, charge and spin: 24.6 kJ/mol
- Total charge: +1

Atoms and positions in Å:
Rh: 0.105 0.023 0.147
N: -1.878 0.428 -2.750
C: -1.712 -0.772 -2.213
O: -0.859 -0.973 -1.292
C: -2.532 -1.862 -2.644
I: -4.543 -1.313 -0.293
H: -1.366 1.232 -2.398
H: -2.577 0.572 -3.459
H: -2.322 -2.850 -2.267
H: -3.217 -1.746 -3.472
Cl: 3.761 -0.613 0.381
Si: 1.985 -1.416 -0.170
Cl: 1.543 -3.022 0.990
Cl: 2.085 -1.907 -2.139
N: -1.163 2.833 -1.006
C: -2.029 2.342 -0.051
C: -3.211 3.018 0.281
C: -4.059 2.472 1.210
C: -3.738 1.247 1.802
C: -2.579 0.631 1.407
N: -1.741 1.151 0.483
H: -1.349 3.783 -1.290
H: -0.176 2.668 -0.816
H: -3.418 3.976 -0.176
H: -4.967 2.992 1.486
H: -4.378 0.789 2.543
H: -2.293 -0.331 1.818
C: 2.807 2.480 2.271
S: 1.296 2.027 1.506
O: 1.496 1.930 0.031
O: 0.265 2.946 1.888
O: 1.017 0.590 1.922
H: 2.838 3.566 2.315
H: 3.626 2.081 1.677
H: 2.808 2.050 3.271

natural (NBO) population analysis, charges in e, atoms 1 to 6:
1. Rh 1.0643
2. N -0.7351
3. C 0.5888
4. O -0.7075
5. C -0.2923
6. I 0.0397

***

Record 5
This record from OMol25 describes C49H44FeN3O2P2S2 as an isolated structure. The level of theory is the ωB97M-V functional and the def2-TZVPD basis.

Values from the calculation:
- 2S+1: 6
- Total energy: -134717.942 eV
- Orbital gap (spin up / spin down): 5.1 / 6.7 eV
- M: 888.84 g mol⁻¹
- LUMO level (spin up / spin down): -5.6 / -5.8 eV
- F_max: 1.7 eV Å⁻¹
- E_HOMO (spin up / spin down): -10.68 / -12.54 eV
- Total charge: +2

Atoms and positions in Å:
Fe: -0.004 0.583 -1.858
N: 2.277 2.534 -0.705
P: 3.049 1.110 -0.935
C: 4.806 1.341 -0.843
C: 5.418 1.916 -1.961
C: 6.788 2.105 -1.962
C: 7.541 1.710 -0.863
C: 6.929 1.142 0.247
C: 5.557 0.955 0.264
C: 2.590 0.380 -2.501
C: 1.985 1.117 -3.530
C: 1.762 0.511 -4.757
C: 2.153 -0.804 -4.966
C: 2.791 -1.519 -3.957
C: 3.018 -0.932 -2.727
P: 0.554 2.873 -0.957
C: 0.784 4.626 -1.395
C: 0.313 5.662 -0.594
C: 0.556 6.978 -0.958
C: 1.247 7.266 -2.125
C: 1.698 6.236 -2.941
C: 1.461 4.922 -2.583
C: -0.091 2.969 0.741
C: 0.703 3.264 1.846
C: 0.127 3.346 3.104
C: -1.237 3.142 3.266
C: -2.031 2.854 2.165
C: -1.460 2.757 0.905
H: 2.867 3.343 -0.545
H: 4.821 2.204 -2.819
H: 7.268 2.547 -2.824
H: 8.615 1.839 -0.875
H: 7.522 0.836 1.098
H: 5.073 0.516 1.123
H: 1.753 2.165 -3.393
H: 1.305 1.079 -5.557
H: 1.972 -1.270 -5.925
H: 3.116 -2.534 -4.137
H: 3.515 -1.486 -1.939
H: -0.239 5.443 0.311
H: 0.205 7.783 -0.326
H: 1.430 8.294 -2.406
H: 2.228 6.458 -3.857
H: 1.805 4.125 -3.233
H: 1.764 3.445 1.727
H: 0.747 3.581 3.960
H: -1.681 3.209 4.251
H: -3.098 2.714 2.286
H: -2.075 2.519 0.044
S: -2.272 0.405 -2.075
C: -2.628 -1.268 -1.750
N: -3.910 -1.635 -1.543
C: -4.210 -3.052 -1.434
C: -3.129 -3.729 -0.624
N: -1.836 -3.477 -1.240
C: -0.826 -4.527 -1.125
C: -0.718 -5.029 0.296
C: -1.080 -6.329 0.625
C: -0.997 -6.772 1.938
C: -0.555 -5.914 2.934
C: -0.185 -4.616 2.610
C: -0.265 -4.176 1.298
C: -1.585 -2.240 -1.729
S: -0.015 -1.851 -2.337
C: -5.031 -0.705 -1.412
C: -5.637 -0.793 -0.029
C: -6.957 -1.183 0.150
C: -7.487 -1.292 1.430
C: -6.694 -1.021 2.534
C: -5.374 -0.625 2.359
C: -4.847 -0.512 1.083
H: -4.264 -3.492 -2.435
H: -5.173 -3.173 -0.943
H: -3.301 -4.802 -0.584
H: -3.141 -3.347 0.403
H: 0.122 -4.108 -1.448
H: -1.083 -5.353 -1.796
H: -1.419 -7.005 -0.151
H: -1.277 -7.788 2.182
H: -0.498 -6.256 3.959
H: 0.175 -3.947 3.382
H: 0.030 -3.161 1.046
H: -5.782 -0.946 -2.168
H: -4.665 0.298 -1.607
H: -7.577 -1.398 -0.712
H: -8.518 -1.592 1.563
H: -7.103 -1.113 3.531
H: -4.757 -0.404 3.221
H: -3.816 -0.203 0.938
O: 2.701 0.095 0.252
C: 1.450 -0.071 0.838
O: 0.454 0.039 0.156
C: 1.466 -0.394 2.239
C: 0.229 -0.574 2.875
C: 0.187 -0.836 4.228
C: 1.365 -0.920 4.961
C: 2.595 -0.747 4.334
C: 2.650 -0.494 2.980
H: -0.681 -0.490 2.295
H: -0.769 -0.984 4.713
H: 1.330 -1.126 6.022
H: 3.512 -0.819 4.903
H: 3.602 -0.398 2.480

Mulliken population analysis, charges in e, atoms 1 to 6:
1. Fe -0.1096
2. N -0.1588
3. P 0.5975
4. C 0.6741
5. C -0.5905
6. C -0.7265

***

Record 6
This record from OMol25 describes C5H8O4 as an isolated structure. The level of theory is the ωB97M-V functional and the def2-TZVPD basis.

Values from the calculation:
- Total energy: -13502.751 eV
- Orbital gap: 9.7 eV
- M: 132.12 g mol⁻¹
- LUMO level: 0.4 eV
- F_max: 3.3 eV Å⁻¹
- E_HOMO: -9.34 eV
- Energy above the lowest of the compared OMol25 structures with the same formula, charge and spin: 225.0 kJ/mol

Atoms and positions in Å:
C: 0.660 -0.462 1.274
C: -1.050 -0.855 -1.308
C: 1.023 0.289 0.035
C: -0.612 0.290 -0.458
C: -1.284 1.408 -0.244
O: 0.398 -1.749 1.279
O: 0.766 0.245 2.318
O: 1.785 -0.458 -0.853
O: 1.452 1.489 0.411
H: 0.123 -2.024 2.168
H: 1.145 1.323 1.683
H: 2.208 0.190 -1.432
H: -2.059 -0.682 -1.685
H: -0.375 -0.984 -2.153
H: -1.033 -1.786 -0.742
H: -2.277 1.559 -0.646
H: -0.868 2.208 0.352

natural (NBO) population analysis, charges in e, atoms 1 to 6:
1. C 0.7836
2. C -0.6615
3. C 0.4259
4. C -0.0512
5. C -0.3812
6. O -0.6177